Formula: C34H36LuN2O4S2Si
Source: the Open Molecules 2025 dataset
Level of theory: the ωB97M-V functional and the def2-TZVPD basis

Structure (XYZ):
```
80
Properties=species:S:1:pos:R:3:lowdin_charge:R:1
Lu 0.2365 -1.7026 0.5485 1.599
O 2.1626 -0.8847 1.2692 -0.231
C 2.7346 -1.0813 2.4179 -0.377
C 3.3245 0.0005 3.1177 -0.028
C 3.8973 -0.1747 4.3544 -0.095
C 3.9546 -1.4372 4.9613 -0.112
C 3.4446 -2.5132 4.2717 -0.058
C 2.8297 -2.3617 3.0222 -0.146
C 2.5091 -3.5482 2.2497 -0.102
N 1.7640 -3.5602 1.2159 -0.087
C 1.8384 -4.6926 0.3190 -0.211
C 2.1609 -4.0738 -1.0373 -0.213
N 1.0453 -3.1887 -1.3580 -0.039
C 0.4762 -3.3979 -2.4875 -0.099
C -0.7947 -2.8776 -2.9336 -0.168
C -1.1550 -3.0430 -4.2804 -0.076
C -2.3963 -2.6753 -4.7386 -0.120
C -3.3277 -2.1784 -3.8100 -0.086
C -3.0215 -2.0449 -2.4793 -0.011
C -1.7259 -2.3642 -1.9949 -0.383
O -1.4197 -2.2086 -0.7549 -0.250
H 3.2726 0.9777 2.6561 0.093
H 4.3100 0.6869 4.8678 0.098
H 4.4013 -1.5656 5.9375 0.088
H 3.5112 -3.5109 4.6941 0.107
H 3.0374 -4.4653 2.5410 0.127
H 0.8702 -5.1994 0.2699 0.121
H 2.6054 -5.4156 0.6225 0.112
H 2.3015 -4.8378 -1.8103 0.106
H 3.0805 -3.4911 -0.9393 0.120
H 0.9528 -4.0986 -3.1855 0.121
H -0.4217 -3.4657 -4.9610 0.105
H -2.6575 -2.7778 -5.7830 0.089
H -4.3188 -1.8987 -4.1495 0.099
H -3.7426 -1.6699 -1.7664 0.106
C 0.0672 0.4902 3.5268 -0.102
O -0.2914 -0.7360 2.8769 -0.402
C -0.9409 -1.7182 3.5564 -1.373
S -1.3524 -1.5589 5.1488 0.565
S -1.2502 -3.0193 2.4893 0.520
H 0.5205 1.0897 2.7424 0.079
H 0.7701 0.2902 4.3330 0.079
H -0.8251 0.9679 3.9254 0.069
C -3.1920 3.3799 -0.1957 -0.098
C -2.5653 2.0521 0.2252 -0.595
C -2.5759 1.9454 1.7539 -0.089
C -3.4158 0.9098 -0.3467 -0.096
Si -0.7967 1.7355 -0.3702 0.473
O -0.3121 0.2942 0.1512 -0.442
C -0.7751 1.8371 -2.2529 -0.191
C -0.9596 3.0418 -2.9397 -0.100
C -0.9533 3.0984 -4.3263 -0.101
C -0.7525 1.9393 -5.0662 -0.106
C -0.5538 0.7342 -4.4094 -0.082
C -0.5654 0.6924 -3.0202 -0.072
C 0.4265 3.0407 0.2429 -0.189
C 1.6733 2.5783 0.6837 -0.092
C 2.6622 3.4609 1.1023 -0.094
C 2.4276 4.8281 1.0959 -0.109
C 1.2017 5.3096 0.6603 -0.103
C 0.2206 4.4230 0.2351 -0.100
H -4.2282 3.4159 0.1649 0.079
H -3.2218 3.4964 -1.2820 0.069
H -2.6800 4.2453 0.2324 0.061
H -3.5956 2.0960 2.1307 0.084
H -1.9341 2.6932 2.2291 0.081
H -2.2455 0.9576 2.0778 0.066
H -4.4398 0.9808 0.0435 0.085
H -3.0166 -0.0693 -0.0760 0.065
H -3.4732 0.9562 -1.4384 0.079
H -1.1026 3.9665 -2.3885 0.089
H -1.1012 4.0466 -4.8298 0.093
H -0.7474 1.9764 -6.1493 0.092
H -0.4061 -0.1793 -4.9719 0.092
H -0.4121 -0.2583 -2.5254 0.079
H 1.8706 1.5107 0.6901 0.077
H 3.6210 3.0788 1.4334 0.093
H 3.1967 5.5160 1.4270 0.093
H 1.0078 6.3757 0.6529 0.093
H -0.7239 4.8292 -0.1100 0.077
```

Calculated values
**LUMO level**: 2.6 eV
**2S+1**: 1
**Total charge**: -1
**Energy above the lowest of the compared OMol25 structures with the same formula, charge and spin**: 5.5 kcal/mol
**HOMO**: -5.116 eV
**HOMO-LUMO gap**: 7.7 eV


Formula: C34H36N3O3
Source: the Open Molecules 2025 dataset
Level of theory: the ωB97M-V functional and the def2-TZVPD basis

Structure (XYZ):
```
76
Properties=species:S:1:pos:R:3:lowdin_charge:R:1
C 1.0193 -4.4747 3.2484 -0.037
O -0.1490 -3.8884 2.6395 -0.071
C -0.7386 -4.5428 1.6153 -0.219
C -0.2411 -5.6889 0.9726 -0.004
C -1.0018 -6.2644 -0.0481 -0.055
C -2.2313 -5.7393 -0.4509 -0.006
C -2.7081 -4.5930 0.2008 -0.220
O -3.8552 -3.9246 -0.0844 -0.084
C -4.6318 -4.3301 -1.2332 -0.036
C -1.9437 -4.0005 1.1913 -0.078
N -2.5076 -2.8776 1.8798 0.086
C -1.9502 -1.6401 1.9864 -0.066
C -0.8587 -1.1632 1.1155 -0.359
C -0.0769 -0.0725 1.6050 -0.053
C 0.7802 0.6733 0.7545 -0.091
C 1.4830 1.8597 1.3643 -0.202
C 2.2788 2.6845 0.5668 -0.045
C 2.6912 3.9447 0.9940 -0.060
C 2.4553 4.3117 2.3367 -0.075
C 1.8265 3.4035 3.2063 -0.072
C 1.3304 2.1817 2.7170 -0.033
O -0.6865 -1.7291 0.0119 0.039
N -2.7779 -0.9270 2.7931 -0.030
C -2.6326 0.4566 3.2427 -0.001
C -3.8427 -1.7206 3.2199 0.008
C -3.6767 -2.9285 2.6335 0.031
H 1.2830 -3.8001 4.0629 0.095
H 0.8111 -5.4824 3.6357 0.103
H 1.8421 -4.5140 2.5180 0.100
H 0.7239 -6.1171 1.2697 0.114
H -0.6333 -7.1691 -0.5376 0.117
H -2.8118 -6.1872 -1.2626 0.113
H -5.4510 -3.6136 -1.2750 0.094
H -4.0283 -4.2698 -2.1492 0.102
H -5.0210 -5.3498 -1.0988 0.099
H -0.2290 0.0741 2.6781 0.081
H 1.4254 0.0714 0.0606 0.136
H 2.5669 2.3398 -0.4258 0.108
H 3.2376 4.6154 0.3158 0.112
H 2.8163 5.2891 2.7016 0.110
H 1.7453 3.6233 4.2821 0.109
H 0.8472 1.4941 3.4073 0.096
H -3.6342 0.8224 3.5240 0.101
H -1.9736 0.5367 4.1318 0.111
H -2.2330 1.1081 2.4431 0.094
H -4.6362 -1.3438 3.8511 0.135
H -4.2802 -3.8109 2.6599 0.142
C 3.9067 0.9166 -4.1026 -0.146
C 2.9857 -0.3091 -4.1814 -0.148
C 1.7621 -0.0085 -3.2975 -0.106
N 1.8721 1.4241 -2.9250 -0.032
C 0.9835 2.0548 -2.1393 -0.129
C 0.1963 1.4319 -1.0459 -0.080
C -0.8399 2.5167 -0.6793 -0.103
C -0.2399 3.8055 -1.1697 -0.157
C 0.8237 3.5175 -2.0529 -0.115
C 1.5456 4.5674 -2.6597 -0.010
C 1.2057 5.8901 -2.3443 -0.064
C 0.1410 6.1663 -1.4663 -0.052
C -0.6105 5.1224 -0.8891 -0.006
C 3.0517 2.0600 -3.5342 -0.139
H 4.7438 0.7114 -3.4279 0.113
H 4.3207 1.1813 -5.0780 0.115
H 2.6487 -0.4774 -5.2122 0.114
H 3.4812 -1.2192 -3.8384 0.112
H 0.8150 -0.1554 -3.8480 0.134
H 1.7226 -0.6511 -2.4046 0.122
H -0.1612 0.3875 -1.2225 0.116
H -1.7527 2.2526 -1.2258 0.131
H -1.1242 2.5723 0.3717 0.114
H 2.3288 4.3552 -3.3894 0.088
H 1.7596 6.7153 -2.8033 0.111
H -0.1583 7.1994 -1.2557 0.112
H -1.5010 5.2763 -0.2722 0.121
H 3.6333 2.6561 -2.8157 0.128
H 2.7385 2.7128 -4.3618 0.120
```

Calculated values
**LUMO level**: -3.4 eV
**2S+1**: 1
**Total charge**: +1
**HOMO**: -9.433 eV
**HOMO-LUMO gap**: 6.1 eV


Formula: C34H36N8O8Ti
Source: the Open Molecules 2025 dataset
Level of theory: the ωB97M-V functional and the def2-TZVPD basis

Structure (XYZ):
```
87
Properties=species:S:1:pos:R:3:lowdin_spin:R:1
Ti -0.6936 0.0896 -0.8223 0.001
C -5.1290 -2.9285 2.5078 -0.005
C -4.0820 -2.6509 1.4695 0.018
C -3.0831 -3.6323 1.2142 0.227
C -2.2267 -3.5231 0.1267 0.029
C -1.0821 -4.2935 -0.0760 0.280
N -0.4388 -5.0814 0.8382 0.164
C -0.4351 -4.9904 2.2878 0.016
C -0.1114 -3.6147 2.8739 0.009
C 1.3200 -3.1068 2.7494 0.001
N 1.6019 -2.4754 1.4568 0.002
C 2.7429 -2.4481 0.8600 0.000
C 3.0656 -1.6511 -0.2913 0.000
C 4.3983 -1.6004 -0.7281 0.000
C 4.7894 -0.7843 -1.7687 0.000
C 6.2090 -0.7357 -2.2591 0.000
C 3.8028 0.0063 -2.3654 0.000
C 2.4651 -0.0057 -1.9863 0.000
C 1.5601 0.9075 -2.7017 0.000
N 0.3223 1.0917 -2.4754 0.000
C -0.4301 2.1171 -3.2062 0.000
C -1.7904 1.6161 -3.7022 0.000
C -2.9136 1.6312 -2.6619 0.000
N -2.6429 0.6820 -1.5927 0.001
C -3.4291 -0.2482 -1.2600 0.004
C -2.9509 -1.2446 -0.2012 0.018
C -4.0416 -1.4863 0.7884 0.168
C -1.7170 -2.4157 -1.9970 0.003
O -1.1193 -1.2659 -2.1939 0.000
C 2.0783 -0.8740 -0.9353 0.000
O 0.8406 -1.0068 -0.5536 0.003
H -4.6689 -3.2345 3.4490 -0.002
H -5.7763 -3.7453 2.1847 -0.002
H -5.7490 -2.0538 2.6956 0.000
H -3.0104 -4.4889 1.8636 0.014
H -0.6440 -4.3385 -1.0613 0.012
H 0.2476 -5.6969 0.4411 0.003
H 0.3034 -5.7159 2.6346 0.000
H -1.3854 -5.3179 2.7085 0.004
H -0.3226 -3.6730 3.9439 0.000
H -0.7978 -2.8615 2.4759 0.002
H 2.0667 -3.8846 2.9199 0.000
H 1.4745 -2.3211 3.4924 0.000
H 0.8845 -1.8554 1.0745 0.001
H 3.5353 -3.0517 1.2949 0.000
H 5.1376 -2.2138 -0.2241 0.000
H 6.8793 -1.2553 -1.5765 0.000
H 6.5586 0.2924 -2.3543 0.000
H 6.3002 -1.2075 -3.2385 0.000
H 4.0970 0.6697 -3.1729 0.000
H 2.0413 1.4940 -3.4891 0.000
H 0.1731 2.4869 -4.0390 0.000
H -0.5754 2.9528 -2.5127 0.000
H -1.6813 0.6124 -4.1182 0.000
H -2.1018 2.2700 -4.5179 0.000
H -3.8697 1.3941 -3.1345 0.000
H -2.9879 2.6154 -2.1954 0.000
H -4.4138 -0.3868 -1.7072 0.001
H -4.7373 -0.6798 0.9823 0.010
O 1.4051 0.6082 1.8530 0.000
C 1.1233 1.5101 1.0898 0.000
O 0.1323 1.4470 0.2217 0.000
C 1.8895 2.7918 1.0192 0.000
C 2.9157 3.0447 1.9243 0.000
C 3.6483 4.2191 1.8379 0.000
C 3.3710 5.1445 0.8404 0.000
C 2.3523 4.8606 -0.0496 0.000
C 1.5952 3.7108 0.0241 0.000
N 2.0561 5.8146 -1.1391 0.000
O 2.5431 6.9192 -1.0629 0.000
O 1.2364 5.4695 -1.9701 0.000
H 3.1250 2.3117 2.6917 0.000
H 4.4409 4.4178 2.5458 0.000
H 3.9264 6.0660 0.7459 0.000
H 0.7922 3.5399 -0.6744 0.000
O -1.6088 -3.3722 -2.7204 0.000
N -2.5225 -2.4746 -0.8159 0.009
O -1.7973 -0.6071 0.4376 0.007
N -2.4792 2.3495 1.6460 0.000
C -2.7356 3.2441 2.6219 0.000
C -2.9379 4.4545 2.0031 0.000
C -2.7809 4.1765 0.6321 0.000
N -2.4970 2.8995 0.4254 0.000
H -2.2672 1.3667 1.7328 0.000
H -2.7576 2.9557 3.6589 0.000
H -3.1694 5.3949 2.4703 0.000
H -2.8566 4.8540 -0.2037 0.000
```

Calculated values
**LUMO level (alpha / beta)**: -3.6 / -3.6 eV
**2S+1**: 2
**Total charge**: +1
**Energy above the lowest of the compared OMol25 structures with the same formula, charge and spin**: 0.0 kcal/mol
**HOMO (alpha / beta)**: -8.833 / -10.355 eV
**HOMO-LUMO gap (alpha / beta)**: 5.2 / 6.7 eV